# 1
Formula: C5H8O
Source: OMol25
Level of theory: the ωB97M-V functional and the def2-TZVPD basis

```
! RIJCOSX wB97M-V def2-TZVPD def2/J DEFGRID3
* xyz 0 1
C -0.3260 1.1200 -0.7187
C -1.4097 0.3437 -0.7711
O -1.5150 -0.7419 0.0411
C -0.4624 -0.7357 1.0547
C 0.8605 -0.8336 0.3062
C 1.0195 0.5607 -0.3198
H -0.3926 2.1317 -1.0870
H -2.2395 0.5121 -1.4635
H -0.7511 -1.5561 1.7002
H -0.4165 0.1920 1.6698
H 0.7214 -1.6181 -0.4442
H 1.7393 -1.1084 0.9055
H 1.6147 0.5125 -1.2420
H 1.5575 1.2211 0.3690
*
```

Summary:
* structure (SMILES): C1=COCCC1
* ΔE to the lowest compared entry with this formula, charge and spin: 30.5 kcal/mol

# 2
Formula: C13H17HfIN2O3S
Source: OMol25
Level of theory: the ωB97M-V functional and the def2-TZVPD basis

```
! RIJCOSX wB97M-V def2-TZVPD def2/J DEFGRID3
* xyz 2 1
C 3.2582 4.2351 1.0252
C 4.4420 3.3365 0.6549
H 2.9347 4.8376 0.1694
H 3.5212 4.9234 1.8359
H 2.3992 3.6422 1.3581
H 4.1357 2.5401 -0.0322
H 5.2373 3.9097 0.1659
H 4.8726 2.8617 1.5432
C -3.1388 1.0471 -0.7913
C -4.3491 0.9808 -1.4718
C -4.6001 -0.1180 -2.2921
C -3.6322 -1.1095 -2.4017
H -2.8778 1.8745 -0.1355
H -5.0754 1.7784 -1.3561
H -5.5342 -0.2034 -2.8386
H -3.8084 -1.9718 -3.0345
N -2.2012 0.0913 -0.8945
C -2.4341 -0.9841 -1.6906
C -1.3521 -1.9798 -1.7426
N -0.2466 -1.7049 -0.9886
C 0.7762 -2.5812 -0.9973
C -0.3646 -4.0447 -2.5124
C 0.7585 -3.7535 -1.7389
H 1.6265 -2.3121 -0.3811
H 1.6132 -4.4205 -1.7052
C -1.4240 -3.1465 -2.5093
H -2.3086 -3.3494 -3.1017
H -0.4150 -4.9522 -3.1055
Hf -0.2999 0.0591 0.0880
I -0.5102 2.2870 1.3757
C 1.2254 0.3991 4.2388
S 1.0380 -0.7067 2.8095
O 2.0104 -0.3538 1.6742
O 1.4563 -2.1509 3.1207
O -0.5046 -0.8350 2.0633
H 1.7646 -0.1276 5.0526
H 0.2193 0.6943 4.6048
H 1.7859 1.3091 3.9405
*
```

Summary:
* ΔE to the lowest compared entry with this formula, charge and spin: 84.0 kcal/mol

# 3
Formula: C7H7FO2
Source: OMol25
Level of theory: the ωB97M-V functional and the def2-TZVPD basis

```
! RIJCOSX wB97M-V def2-TZVPD def2/J DEFGRID3
* xyz 0 1
C -2.4365 1.1518 0.6855
C -1.3296 1.2866 -0.0307
C -0.5148 0.1622 -0.3520
F -1.1177 -1.0187 -0.4231
C 0.7868 0.2028 -0.5690
C 1.7036 -0.8274 -1.0307
O 2.5587 -1.3377 -0.0235
C 1.8748 -1.7602 1.1547
C 1.5790 -0.9175 2.1173
O 1.2952 -0.3182 3.0829
H -3.0689 2.0397 1.0221
H -2.7650 0.2093 0.9518
H -0.9123 2.2364 -0.5268
H 1.3723 1.0893 -0.2687
H 2.3337 -0.3312 -1.6729
H 1.0664 -1.5776 -1.5463
H 1.5175 -2.8151 1.2704
*
```

Summary:
* structure (SMILES): C=C/C(F)=C/COC=C=O
* ΔE to the lowest compared entry with this formula, charge and spin: 61.0 kcal/mol

# 4
Formula: C9H9N3O2
Source: OMol25
Level of theory: the ωB97M-V functional and the def2-TZVPD basis

```
! RIJCOSX wB97M-V def2-TZVPD def2/J DEFGRID3
* xyz 0 1
O -3.0073 -1.2192 -3.1334
C -2.2744 -1.6582 -2.3003
C -2.2718 -2.3145 -0.9454
C -1.0838 -2.4338 -0.3289
N 0.1100 -2.0939 -0.9236
C 0.3108 -1.8041 -2.3285
O 1.3902 -2.0129 -2.9256
N -0.9554 -1.4276 -2.8177
H -3.1398 -2.3101 -0.4578
H -0.8577 -2.6602 0.7636
H 0.9381 -2.5806 -0.3503
H -0.8796 -1.2832 -3.7927
C 1.2163 2.1031 3.9773
C 1.7321 1.3228 2.9937
C 1.7445 1.8407 1.7344
N 1.4246 3.1016 1.3760
C 0.9019 3.8197 2.3781
C 0.8181 3.3626 3.7026
H 1.2299 1.7042 5.0490
H 2.2371 0.3899 3.2480
H 1.9813 1.2396 0.8482
H 0.5008 4.8088 1.9637
H 0.3090 4.0569 4.4591
*
```

Summary:
* structure (SMILES): O=c1cc[nH]c(=O)[nH]1.c1ccncc1
* ΔE to the lowest compared entry with this formula, charge and spin: 66.4 kcal/mol

# 5
Formula: C4H8N3
Source: OMol25
Level of theory: the ωB97M-V functional and the def2-TZVPD basis

```
! RIJCOSX wB97M-V def2-TZVPD def2/J DEFGRID3
* xyz 1 1
C -2.4441 -0.7867 -0.0988
C -1.0686 -0.1435 -0.0899
N 0.0493 -0.8640 -0.0245
N 1.0843 0.0059 0.0608
C 2.4463 -0.4106 0.1489
C 0.5630 1.4530 -0.0855
N -0.7371 1.2571 -0.1502
H -3.3039 -0.2428 -0.4261
H -2.3952 -1.6632 -0.7551
H -2.3758 -1.1015 0.9727
H 3.2027 0.4419 0.2865
H 2.3790 -1.0598 0.9954
H 2.6605 -0.9113 -0.8545
H 1.4649 2.1419 0.0924
H -1.5254 1.8834 -0.0720
*
```

Summary:
* structure (SMILES): Cc1n[n+](C)c[nH]1
* ΔE to the lowest compared entry with this formula, charge and spin: 76.0 kcal/mol

# 6
Formula: C32H51N3O3S
Source: OMol25
Level of theory: the ωB97M-V functional and the def2-TZVPD basis

```
! RIJCOSX wB97M-V def2-TZVPD def2/J DEFGRID3
* xyz 0 1
C 0.3851 -4.8469 5.8557
C 1.0269 -4.7272 4.4852
C -0.0552 -4.3692 3.2610
C -1.5561 -5.1022 3.1882
C -2.5797 -4.6432 1.9669
C -4.1024 -5.3163 1.8893
N -4.1728 -6.4880 2.8513
C -2.2014 -3.5174 0.8080
C -0.6812 -2.8375 0.9665
C 0.3881 -3.2393 2.1501
C 1.8369 -2.4306 2.1412
C 2.8619 -3.2212 1.1053
C 3.4135 -2.2231 -0.1178
N 4.1922 -1.0294 0.4216
S -0.3068 -1.5000 -0.3478
C -1.9817 -0.5818 -0.4356
C -3.3063 -1.6032 -0.4120
C -4.8296 -0.9262 -0.4909
C -4.9817 0.7177 -0.5373
C -3.6406 1.6896 -0.5122
C -3.7136 3.3599 -0.5079
C -3.3443 3.7834 1.0680
O -2.0858 3.6880 1.5722
O -4.3748 4.2434 2.0464
C -2.1234 1.0506 -0.4872
O -0.8628 1.8323 -0.5013
N -3.1123 -3.0996 -0.3233
H 0.8334 -4.3703 6.8318
H -0.6632 -5.4181 5.8497
H 2.1892 -4.8459 4.3059
H -1.8702 -5.9001 4.0009
H -4.8310 -4.4520 2.2731
H -4.4480 -5.5617 0.7989
H -5.0512 -6.4257 3.4120
H -4.0729 -7.4093 2.3699
H 2.3054 -2.3160 3.2263
H 1.7422 -1.3230 1.7096
H 2.2655 -4.0842 0.5764
H 3.7646 -3.6179 1.7704
H 4.1711 -2.8963 -0.7333
H 2.5286 -1.8581 -0.8181
H 3.6376 -0.1461 0.3752
H 4.3838 -1.2882 1.4337
H -5.7212 -1.6928 -0.4973
H -6.0655 1.1581 -0.5894
H -2.8877 3.8542 -1.1742
H -4.7980 3.7677 -0.6877
H -4.0641 3.8207 2.9214
H -0.7522 2.0998 -1.4804
H -4.0664 -3.5168 -0.2613
C 8.6228 -2.5490 0.8005
C 7.9549 -1.4901 1.6646
C 8.0587 -0.0821 1.0764
C 9.4863 0.4589 0.9298
C 10.3017 0.5048 2.2249
C 9.7032 1.4289 3.2745
H 9.6961 -2.3687 0.6964
H 8.4957 -3.5395 1.2516
H 8.1770 -2.5729 -0.1987
H 8.3790 -1.5192 2.6745
H 6.8939 -1.7463 1.7714
H 7.4708 0.6028 1.6975
H 7.5830 -0.0732 0.0886
H 9.4309 1.4718 0.5089
H 10.0315 -0.1420 0.1927
H 11.3134 0.8559 1.9871
H 10.4174 -0.5004 2.6419
H 9.6280 2.4522 2.8950
H 10.3380 1.4450 4.1667
H 8.7069 1.0999 3.5829
C -5.0508 2.8791 -4.2375
C -6.3033 3.4465 -4.8882
C -5.9996 4.3994 -6.0454
C -5.2216 5.6639 -5.6608
C -5.8822 6.5342 -4.5883
C -7.2299 7.0925 -5.0193
H -4.4322 3.6653 -3.7964
H -5.3240 2.1838 -3.4358
H -4.4471 2.3322 -4.9683
H -6.9184 3.9435 -4.1297
H -6.9048 2.6132 -5.2711
H -6.9433 4.6831 -6.5244
H -5.4267 3.8604 -6.8092
H -5.0732 6.2676 -6.5662
H -4.2180 5.3861 -5.3186
H -5.2136 7.3735 -4.3604
H -5.9970 5.9734 -3.6555
H -7.1281 7.7016 -5.9224
H -7.6440 7.7269 -4.2286
H -7.9531 6.2966 -5.2181
*
```

Summary:
* structure (SMILES): C=Cc1cc(CN)c2c(c1CCCN)Sc1c(ccc(CC(=O)O)c1O)N2.CCCCCC.CCCCCC
* electronic energy: -2037.2699 a.u.

# 7
Formula: C2H2FO2Rb
Source: OMol25
Level of theory: the ωB97M-V functional and the def2-TZVPD basis

```
! RIJCOSX wB97M-V def2-TZVPD def2/J DEFGRID3
* xyz -1 2
H 0.4737 -1.1121 1.0417
O 1.0568 -2.3568 0.4456
C 1.5680 -1.1811 0.4008
C 1.3518 -0.3510 -0.7393
O 0.3463 0.4326 -0.7932
Rb -2.1003 2.2243 0.3806
F -4.4884 3.0337 0.9591
H 1.7920 -0.6895 -1.6953
*
```

Summary:
* electronic energy: -351.7306 a.u.

# 8
Formula: C5H6O2
Source: OMol25
Level of theory: the ωB97M-V functional and the def2-TZVPD basis

```
! RIJCOSX wB97M-V def2-TZVPD def2/J DEFGRID3
* xyz 0 1
O -0.1235 1.6808 -1.7988
C 0.0251 0.7570 -1.0390
C 1.0554 0.6753 0.0885
C 0.3754 -0.1689 1.1794
C -0.8460 -0.8152 0.5180
O -1.7036 -1.4305 1.0994
C -0.8269 -0.4977 -0.9684
H 1.3376 1.6796 0.4103
H 1.9546 0.1800 -0.3034
H 0.0173 0.4393 2.0163
H 1.0144 -0.9472 1.6095
H -1.8171 -0.4004 -1.4132
H -0.2900 -1.3106 -1.4815
*
```

Summary:
* structure (SMILES): O=C1CCC(=O)C1
* ΔE to the lowest compared entry with this formula, charge and spin: 1.5 kcal/mol